Entry A
The following is a quantum chemistry calculation of a 2-piece molecular cluster, C3H8 overall, from the Open Molecules 2025 dataset.

- HOMO energy: -10.247 eV
- Frontier orbital gap: 11.38 eV
- SMILES string: C=C.C

CARTESIAN COORDINATES (ANGSTROEM)
1 C -0.858 -2.066 -0.639
2 C -1.542 -1.220 -1.390
3 H -0.029 -2.642 -1.032
4 H -1.064 -2.149 0.420
5 H -1.353 -1.014 -2.435
6 H -2.377 -0.673 -0.964
7 C 1.490 1.999 1.223
8 H 2.331 1.469 1.657
9 H 1.137 1.333 0.423
10 H 1.630 2.999 0.837
11 H 0.635 1.964 1.902

Entry B
The following is a quantum chemistry calculation of a 2-piece molecular cluster, C3H8 overall, from the Open Molecules 2025 dataset.

- HOMO energy: -10.008 eV
- Frontier orbital gap: 11.34 eV
- SMILES string: C=C.C

CARTESIAN COORDINATES (ANGSTROEM)
1 C -2.090 0.119 4.281
2 C -3.288 -0.374 3.944
3 H -1.896 1.176 4.305
4 H -1.293 -0.603 4.429
5 H -4.139 0.287 3.961
6 H -3.342 -1.414 3.670
7 C 3.207 0.136 -4.919
8 H 2.727 0.540 -4.027
9 H 4.214 -0.142 -4.614
10 H 3.317 0.920 -5.676
11 H 2.583 -0.643 -5.354

Entry C
The following is a quantum chemistry calculation of a 2-piece molecular cluster, C3H8 overall, from the Open Molecules 2025 dataset.

- HOMO energy: -10.183 eV
- Frontier orbital gap: 11.54 eV
- SMILES string: C=C.C

CARTESIAN COORDINATES (ANGSTROEM)
1 C -2.856 2.759 2.319
2 C -1.994 2.677 3.337
3 H -3.643 2.035 2.162
4 H -3.052 3.724 1.852
5 H -2.305 1.825 3.941
6 H -1.475 3.415 3.930
7 C 3.936 -4.337 -4.560
8 H 2.963 -3.874 -4.686
9 H 4.109 -4.684 -3.542
10 H 4.735 -3.658 -4.852
11 H 3.998 -5.219 -5.186

Which structure is the most stable? The one labeled entry A.

Entry A
The following is a quantum chemistry calculation of C27H83O12PS11Si as an isolated structure, from the Open Molecules 2025 dataset.

- HOMO energy: -6.060 eV
- Frontier orbital gap: 6.11 eV

CARTESIAN COORDINATES (ANGSTROEM)
1 C 7.914 -4.080 4.045
2 Si 7.742 -3.470 2.284
3 C 7.799 -1.596 2.237
4 C 9.114 -4.165 1.217
5 O 6.295 -4.031 1.689
6 C 5.088 -3.378 2.101
7 C 3.933 -4.335 2.271
8 P 2.585 -3.492 3.367
9 H 7.658 -5.143 4.049
10 H 8.932 -3.984 4.424
11 H 7.223 -3.576 4.723
12 H 8.833 -1.263 2.349
13 H 7.432 -1.227 1.276
14 H 7.198 -1.151 3.031
15 H 8.746 -4.757 0.379
16 H 9.791 -4.781 1.811
17 H 9.707 -3.345 0.805
18 H 4.832 -2.624 1.349
19 H 5.246 -2.841 3.051
20 H 3.452 -4.553 1.313
21 H 4.259 -5.267 2.739
22 H 3.417 -3.646 4.520
23 H 2.703 -2.290 2.632
24 H 1.644 -4.481 2.955
25 H 1.554 -2.878 4.193
26 C 1.126 -1.064 -0.408
27 S 1.304 0.076 0.955
28 O 1.117 -0.737 2.198
29 C -0.184 1.018 0.664
30 H 1.965 -1.759 -0.366
31 H 0.185 -1.608 -0.306
32 H 1.158 -0.510 -1.348
33 H -1.053 0.362 0.688
34 H -0.096 1.520 -0.300
35 H -0.270 1.766 1.443
36 C 1.887 -0.630 -5.826
37 S 0.820 -0.792 -4.397
38 O 1.277 0.229 -3.408
39 C 1.481 -2.365 -3.826
40 H 1.651 0.329 -6.283
41 H 2.928 -0.660 -5.503
42 H 1.673 -1.438 -6.526
43 H 2.550 -2.274 -3.624
44 H 1.290 -3.126 -4.583
45 H 0.956 -2.623 -2.908
46 C -5.091 1.469 3.085
47 S -3.594 2.342 2.625
48 O -3.077 1.662 1.400
49 C -2.593 1.736 3.993
50 H -5.834 1.668 2.316
51 H -4.876 0.401 3.120
52 H -5.443 1.849 4.042
53 H -2.566 0.647 3.970
54 H -3.015 2.100 4.930
55 H -1.585 2.128 3.864
56 C 6.885 -2.300 -0.635
57 S 5.352 -1.608 -1.268
58 O 4.729 -2.656 -2.125
59 C 6.112 -0.422 -2.382
60 H 6.624 -3.091 0.068
61 H 7.464 -2.710 -1.463
62 H 7.444 -1.522 -0.114
63 H 6.756 -0.953 -3.082
64 H 6.679 0.306 -1.802
65 H 5.307 0.080 -2.916
66 C -7.338 6.104 2.879
67 S -6.161 5.837 4.200
68 O -5.618 4.467 3.965
69 C -7.362 5.686 5.529
70 H -6.767 6.163 1.955
71 H -8.025 5.264 2.826
72 H -7.878 7.038 3.037
73 H -8.057 4.883 5.287
74 H -7.890 6.632 5.648
75 H -6.817 5.450 6.441
76 C 4.589 -7.008 -2.301
77 S 5.976 -6.003 -1.753
78 O 7.193 -6.854 -1.877
79 C 5.521 -6.000 -0.014
80 H 4.707 -7.169 -3.370
81 H 4.609 -7.962 -1.774
82 H 3.660 -6.472 -2.108
83 H 5.473 -7.028 0.346
84 H 4.561 -5.498 0.105
85 H 6.287 -5.455 0.535
86 C -8.014 3.713 -0.984
87 S -9.450 3.459 0.066
88 O -9.292 4.420 1.196
89 C -8.928 1.874 0.713
90 H -8.111 4.696 -1.441
91 H -7.114 3.666 -0.372
92 H -7.994 2.944 -1.756
93 H -7.972 1.985 1.219
94 H -8.830 1.157 -0.101
95 H -9.687 1.539 1.416
96 C -1.003 2.330 -3.245
97 S -1.685 2.408 -4.902
98 O -0.863 1.505 -5.755
99 C -1.136 4.080 -5.272
100 H -1.199 1.332 -2.860
101 H 0.073 2.490 -3.289
102 H -1.495 3.073 -2.616
103 H -0.051 4.125 -5.177
104 H -1.615 4.779 -4.587
105 H -1.432 4.302 -6.295
106 C 0.691 4.970 3.386
107 S 0.028 4.934 1.716
108 O 0.902 4.021 0.934
109 C 0.517 6.609 1.281
110 H 0.524 3.988 3.823
111 H 1.759 5.180 3.343
112 H 0.165 5.727 3.969
113 H 1.597 6.707 1.393
114 H -0.008 7.318 1.920
115 H 0.234 6.769 0.243
116 C -7.433 -2.396 0.184
117 S -6.033 -1.421 0.750
118 O -6.540 -0.027 0.911
119 C -5.105 -1.455 -0.780
120 H -8.153 -2.443 0.998
121 H -7.879 -1.910 -0.684
122 H -7.096 -3.401 -0.068
123 H -5.701 -1.008 -1.575
124 H -4.843 -2.485 -1.022
125 H -4.199 -0.872 -0.639
126 C -1.966 0.044 -4.989
127 S -2.418 0.961 -3.512
128 O -3.064 -0.009 -2.587
129 C -3.749 1.903 -4.266
130 H -1.172 -0.645 -4.711
131 H -2.833 -0.509 -5.350
132 H -1.602 0.738 -5.747
133 H -4.488 1.214 -4.676
134 H -3.343 2.548 -5.045
135 H -4.198 2.510 -3.483

Entry B
The following is a quantum chemistry calculation of a 12-piece molecular cluster, C27H83O12PS11Si overall, from the Open Molecules 2025 dataset.

- HOMO energy: -7.376 eV
- Frontier orbital gap: 7.66 eV

CARTESIAN COORDINATES (ANGSTROEM)
1 C -9.530 3.024 -0.066
2 Si -8.255 4.067 -0.963
3 C -7.505 3.108 -2.403
4 C -9.075 5.601 -1.669
5 O -7.100 4.477 0.181
6 C -6.164 3.421 0.405
7 C -5.718 3.280 1.828
8 P -5.115 1.457 1.957
9 H -9.742 3.547 0.852
10 H -10.461 2.950 -0.598
11 H -9.134 2.064 0.214
12 H -8.193 3.119 -3.226
13 H -6.612 3.597 -2.720
14 H -7.290 2.102 -2.096
15 H -8.647 6.530 -1.334
16 H -10.131 5.573 -1.485
17 H -8.970 5.587 -2.740
18 H -5.293 3.612 -0.201
19 H -6.592 2.465 0.125
20 H -4.859 3.886 2.057
21 H -6.510 3.434 2.543
22 H -6.476 1.021 1.896
23 H -4.421 1.627 0.731
24 H -4.442 1.704 3.190
25 H -4.691 0.066 1.974
26 C -0.447 1.987 -0.040
27 S -1.507 0.812 -0.878
28 O -2.563 0.389 0.097
29 C -0.312 -0.516 -0.976
30 H -1.023 2.894 0.146
31 H -0.110 1.566 0.908
32 H 0.405 2.223 -0.679
33 H 0.021 -0.790 0.023
34 H 0.533 -0.194 -1.584
35 H -0.784 -1.368 -1.446
36 C 3.815 5.154 -1.683
37 S 3.164 3.741 -0.793
38 O 2.241 3.025 -1.720
39 C 2.137 4.685 0.345
40 H 4.456 4.774 -2.475
41 H 2.992 5.728 -2.108
42 H 4.400 5.770 -1.000
43 H 1.422 5.292 -0.213
44 H 2.776 5.318 0.960
45 H 1.603 3.980 0.977
46 C 0.271 -5.349 1.508
47 S 0.052 -4.516 -0.066
48 O 0.684 -3.170 0.070
49 C -1.725 -4.279 0.101
50 H 1.331 -5.553 1.632
51 H -0.075 -4.698 2.311
52 H -0.283 -6.284 1.495
53 H -1.940 -3.711 1.006
54 H -2.212 -5.253 0.134
55 H -2.074 -3.723 -0.768
56 C -3.700 6.797 -2.038
57 S -2.222 5.777 -1.952
58 O -1.345 6.373 -0.907
59 C -1.560 6.289 -3.541
60 H -4.257 6.661 -1.112
61 H -3.416 7.844 -2.148
62 H -4.309 6.478 -2.881
63 H -1.434 7.371 -3.552
64 H -2.241 5.974 -4.332
65 H -0.597 5.801 -3.673
66 C 2.512 -9.014 -1.121
67 S 0.803 -8.643 -1.506
68 O 0.419 -7.485 -0.647
69 C 0.115 -10.118 -0.744
70 H 3.125 -8.188 -1.472
71 H 2.635 -9.126 -0.044
72 H 2.808 -9.930 -1.635
73 H 0.403 -10.151 0.306
74 H 0.481 -10.999 -1.269
75 H -0.968 -10.066 -0.829
76 C -1.742 8.621 2.867
77 S -2.780 8.761 1.405
78 O -3.431 10.099 1.461
79 C -3.998 7.557 1.941
80 H -0.924 9.330 2.765
81 H -2.328 8.858 3.755
82 H -1.344 7.609 2.929
83 H -4.427 7.869 2.894
84 H -3.523 6.581 2.036
85 H -4.781 7.504 1.191
86 C 5.832 -6.895 1.199
87 S 5.186 -8.325 2.073
88 O 4.262 -9.023 1.130
89 C 4.161 -7.395 3.211
90 H 6.476 -7.254 0.399
91 H 5.007 -6.318 0.782
92 H 6.411 -6.285 1.891
93 H 3.456 -6.782 2.658
94 H 4.791 -6.766 3.834
95 H 3.622 -8.106 3.834
96 C 3.895 0.110 -2.574
97 S 5.631 0.547 -2.437
98 O 5.694 2.012 -2.191
99 C 6.034 0.301 -4.172
100 H 3.438 0.243 -1.597
101 H 3.409 0.767 -3.294
102 H 3.808 -0.932 -2.881
103 H 5.405 0.945 -4.786
104 H 5.880 -0.746 -4.433
105 H 7.080 0.563 -4.314
106 C -2.351 -3.333 -4.355
107 S -0.623 -2.857 -4.219
108 O -0.593 -1.392 -3.975
109 C -0.223 -3.110 -5.954
110 H -2.809 -3.209 -3.377
111 H -2.852 -2.691 -5.080
112 H -2.415 -4.377 -4.660
113 H -0.867 -2.486 -6.573
114 H -0.355 -4.162 -6.205
115 H 0.816 -2.827 -6.101
116 C 3.438 -4.526 6.436
117 S 2.918 -3.732 4.907
118 O 3.122 -4.732 3.818
119 C 4.282 -2.572 4.813
120 H 2.734 -5.325 6.657
121 H 4.439 -4.939 6.311
122 H 3.426 -3.795 7.243
123 H 5.224 -3.117 4.792
124 H 4.246 -1.904 5.673
125 H 4.179 -1.995 3.902
126 C 8.214 0.550 2.989
127 S 7.120 -0.579 2.122
128 O 6.057 -0.988 3.081
129 C 8.290 -1.941 2.034
130 H 7.660 1.464 3.187
131 H 8.534 0.100 3.929
132 H 9.074 0.773 2.359
133 H 8.602 -2.221 3.040
134 H 9.149 -1.639 1.437
135 H 7.789 -2.779 1.557

Which structure is the most stable? The one labeled entry B.

Entry A
The following is a quantum chemistry calculation of an isolated ion of composition C2H5N2O3 and charge -1, from the Open Molecules 2025 dataset.

- HOMO energy: -4.206 eV
- Total charge: -1
- Frontier orbital gap: 8.25 eV
- SMILES string: COCN=[N+]([O-])[O-]

CARTESIAN COORDINATES (ANGSTROEM)
1 C -1.452 -0.621 -0.578
2 O -1.480 0.658 0.000
3 C -0.183 0.971 0.649
4 N 1.157 0.962 -0.378
5 N 1.954 -0.023 -0.143
6 O 1.766 -0.899 0.716
7 O 2.869 -0.115 -0.926
8 H -1.038 -1.323 0.195
9 H -0.759 -0.952 -1.432
10 H -2.474 -0.878 -0.761
11 H 0.061 0.229 1.564
12 H -0.423 1.990 1.094

Entry B
The following is a quantum chemistry calculation of a 2-piece molecular cluster, C2H5N2O3 overall, from the Open Molecules 2025 dataset.

- HOMO energy: -3.219 eV
- Total charge: -1
- Frontier orbital gap: 6.60 eV

CARTESIAN COORDINATES (ANGSTROEM)
1 C -1.597 -1.255 -0.355
2 C -0.282 -0.485 -0.149
3 N 0.013 0.133 0.870
4 N 1.832 1.971 0.952
5 O 2.857 2.023 1.650
6 O 1.529 3.002 0.251
7 O 0.616 -0.647 -1.204
8 H -2.422 -0.556 0.009
9 H -1.741 -2.222 0.148
10 H -1.627 -1.345 -1.464
11 H 0.705 0.788 0.980
12 H 0.117 -1.406 -1.689

Which structure is the most stable? The one labeled entry B.

Entry A
The following is a quantum chemistry calculation of a 2-piece molecular cluster, C3H3N3 overall, from the Open Molecules 2025 dataset.

- HOMO energy: -8.717 eV
- Frontier orbital gap: 8.62 eV
- SMILES string: C=C=C=N.N#N

CARTESIAN COORDINATES (ANGSTROEM)
1 C 2.422 0.760 -0.096
2 C 1.387 -0.029 0.027
3 C 0.210 -0.509 -0.058
4 N -0.939 -0.977 -0.014
5 H 3.309 0.446 0.435
6 H 2.193 1.606 -0.682
7 H -1.209 -1.875 0.355
8 N -3.633 0.032 0.498
9 N -3.741 0.547 -0.466

Entry B
The following is a quantum chemistry calculation of an isolated molecule of C3H3N3, from the Open Molecules 2025 dataset.

- HOMO energy: -9.369 eV
- Frontier orbital gap: 9.41 eV
- SMILES string: c1cnncn1

CARTESIAN COORDINATES (ANGSTROEM)
1 C -0.924 0.890 -0.473
2 C 0.045 0.235 -1.290
3 N 0.998 -0.594 -0.768
4 N 0.991 -0.870 0.491
5 C -0.075 -0.340 1.280
6 N -0.921 0.621 0.834
7 H -1.501 1.817 -0.853
8 H -0.012 0.168 -2.381
9 H -0.241 -0.788 2.234

Which structure is the most stable? The one labeled entry B.

Entry A
The following is a quantum chemistry calculation of a 2-piece molecular cluster, C2H9NSi overall, from the Open Molecules 2025 dataset.

- HOMO energy (alpha / beta): -8.307 / -7.662 eV
- Frontier orbital gap (alpha / beta): 8.13 / 7.47 eV

CARTESIAN COORDINATES (ANGSTROEM)
1 C -2.049 0.089 0.139
2 C 2.129 0.394 -0.073
3 N -0.638 0.432 0.466
4 Si 0.634 -0.653 0.156
5 H -2.567 -0.359 0.901
6 H -2.464 1.040 -0.105
7 H -2.083 -0.455 -0.757
8 H 2.027 1.207 0.558
9 H 2.901 -0.303 0.307
10 H 2.454 0.580 -1.056
11 H -0.529 1.416 0.308
12 H -0.565 -1.756 -2.078
13 H 0.751 -1.633 1.234

Entry B
The following is a quantum chemistry calculation of an isolated molecule of C2H9NSi, from the Open Molecules 2025 dataset.

- HOMO energy: -9.127 eV
- Frontier orbital gap: 10.12 eV
- SMILES string: C[SiH](C)N

CARTESIAN COORDINATES (ANGSTROEM)
1 C -1.145 1.163 -0.162
2 Si 0.104 -0.054 0.550
3 C -0.354 -1.768 -0.171
4 N 2.042 0.505 -0.010
5 H -2.207 0.867 -0.160
6 H -1.109 2.188 0.439
7 H -1.015 1.249 -1.288
8 H 0.358 0.124 2.088
9 H 0.344 -2.533 0.107
10 H -1.360 -2.010 -0.098
11 H -0.097 -1.861 -1.225
12 H 2.443 1.038 0.775
13 H 1.997 1.093 -0.845

Which structure is the most stable? The one labeled entry B.